(1)
Formula: C3H7FIN2
Source: the OMol25 dataset
Level of theory: wB97M-V/def2-TZVPD

For the gap between HOMO and LUMO (spin up / spin down), the calculation gives 8.17 / 8.18 eV. As for the charge: +1. The calculation puts the electronic energy at -17013.3044 eV. The value obtained for the relative energy (zero: lowest compared OMol25 entry of this formula, charge and spin) is 2.6499 eV. The value obtained for the HOMO energy (spin up / spin down) is -13.29 / -13.29 eV.

Geometry (Å):
C -0.01016 0.11456 -0.72934
C 0.61803 0.22386 1.65509
C -0.83324 -1.67438 -2.36197
N 0.25230 -0.43527 0.40484
N 0.01800 1.34159 -1.13568
F 0.01500 -2.60978 -2.02597
I -0.59761 -0.72436 -4.17592
H 1.15427 1.15001 1.46195
H -0.27786 0.43860 2.24020
H 1.25792 -0.44375 2.22685
H -1.81970 -1.78238 -1.93641
H 0.14607 -1.44155 0.48200
H -0.22396 1.55305 -2.09611
H 0.30774 2.12587 -0.56047

Partial atomic charges computed with the Löwdin method, in multiples of e: -0.202 -0.028 -0.617 -0.018 0.152 -0.003 1.020 0.089 0.100 0.098 0.062 0.145 0.074 0.130

***

(2)
Formula: C45H35BrF5I2IrN2OP
Source: the OMol25 dataset
Level of theory: wB97M-V/def2-TZVPD

For the gap between HOMO and LUMO (spin up / spin down), the calculation gives 6.48 / 5.43 eV. As for the charge: +1. The calculation puts the electronic energy at -164209.0617 eV. The value obtained for the relative energy (zero: lowest compared OMol25 entry of this formula, charge and spin) is 0.0000 eV. The value obtained for the HOMO energy (spin up / spin down) is -9.99 / -10.56 eV. Its spin multiplicity is 5.

Geometry (Å):
Ir 0.32201 0.27446 0.20395
F 4.83731 -4.88728 2.28312
C 4.23717 -3.94562 1.59214
C 3.86190 -4.14783 0.25952
F 4.10879 -5.31358 -0.29630
C 3.18521 -3.18178 -0.44322
F 2.89968 -3.59568 -1.72713
C 2.90626 -1.93684 0.06951
P 2.11225 -0.60328 -0.94696
C 3.50263 0.60407 -1.16258
C 4.79910 0.22616 -0.73171
C 5.90841 1.03836 -0.82390
C 5.74677 2.26768 -1.42018
C 4.44276 2.68622 -1.78945
C 3.39390 1.82560 -1.79388
C 1.80129 -1.18507 -2.61980
C 2.77796 -0.95131 -3.62059
C 2.58236 -1.49364 -4.86746
C 1.57585 -2.41091 -5.12873
C 0.59628 -2.59387 -4.16578
C 0.66708 -1.92748 -2.97705
C 3.20834 -1.74783 1.43373
Br 2.97108 -0.12762 2.45163
C 3.93004 -2.72163 2.12042
F 4.43951 -2.42587 3.33116
H 4.91935 -0.69786 -0.23804
H 6.82261 0.70039 -0.38922
H 6.57230 2.97078 -1.55857
H 4.37882 3.67687 -2.22425
H 2.35280 2.15061 -2.13557
H 3.59746 -0.26320 -3.51943
H 3.34933 -1.43775 -5.64336
H 1.49679 -2.78174 -6.16252
H -0.38307 -3.11313 -4.35081
H -0.21570 -1.93320 -2.31618
C -3.28641 2.92941 1.41903
C -3.43896 1.69200 0.52106
C -4.63992 1.86675 -0.38844
C -3.44459 0.39558 1.23845
C -4.44553 0.13080 2.21534
C -4.36945 -1.07834 2.92146
C -3.42839 -2.05094 2.53653
C -2.47917 -1.87611 1.55351
C -1.45167 -2.97194 1.29151
C -0.20556 -2.57329 2.04853
C -1.13205 -3.56872 -0.11648
C -2.53678 -0.60950 0.82246
N -1.63927 -0.30186 -0.20686
C -2.14578 -0.38173 -1.53176
C -3.16323 -1.28228 -1.90225
C -3.62579 -1.41119 -3.23030
C -3.17275 -0.56134 -4.21848
C -2.20133 0.36666 -3.88420
C -1.64926 0.43099 -2.55438
F -0.81592 1.39127 -2.22787
H -2.64434 3.70735 0.99278
H -2.80714 2.63661 2.38516
H -4.30015 3.34020 1.63906
H -2.61298 1.67605 -0.16012
H -5.57292 1.91729 0.13169
H -4.69878 1.01229 -1.13554
H -4.46031 2.85707 -0.82849
H -5.01426 1.00540 2.50370
H -5.06202 -1.23203 3.72911
H -3.37080 -2.93477 3.16179
H -1.81980 -3.79896 1.86554
H 0.28326 -1.63154 1.74371
H 0.55331 -3.40442 1.97879
H -0.37003 -2.41829 3.12980
H -0.75365 -2.80895 -0.78645
H -1.92849 -4.15231 -0.56853
H -0.26140 -4.16776 0.04434
H -3.60347 -1.85583 -1.14125
H -4.44339 -2.14666 -3.41537
H -3.46580 -0.63797 -5.24269
H -1.96153 1.21351 -4.52731
I 1.39536 6.04655 -0.58658
C 0.79089 4.95248 1.12062
C 0.65116 5.55484 2.31465
C 0.21914 4.92786 3.47959
I -0.05035 6.28296 5.10644
C -0.14942 3.49543 3.36260
C -0.64573 2.83066 4.45466
C -1.18868 1.57969 4.34746
C -0.91348 0.91317 3.15149
N -0.52469 1.54142 2.02572
C 0.01353 2.81394 2.08732
C 0.55911 3.44124 0.92921
O 0.55927 2.88630 -0.15211
H 0.71860 6.65284 2.28868
H -0.60818 3.36230 5.33634
H -1.69636 1.12811 5.20241
H -1.24830 -0.11954 3.03246

Partial atomic charges computed with the Löwdin method, in multiples of e: 0.979 0.173 -0.135 -0.140 0.162 -0.173 0.085 -0.307 0.908 -0.357 -0.090 -0.066 -0.052 -0.074 -0.122 -0.345 -0.062 -0.078 -0.058 -0.074 -0.117 -0.564 0.830 -0.258 0.062 0.078 0.108 0.114 0.106 0.137 0.102 0.116 0.121 0.133 0.075 -0.039 -0.401 -0.042 -0.159 0.002 -0.047 -0.044 -0.141 -0.338 -0.084 -0.020 -0.215 -0.070 -0.247 -0.010 -0.065 -0.084 0.017 -0.252 0.063 0.082 0.067 0.097 0.095 0.070 0.104 0.093 0.118 0.101 0.117 0.119 0.004 0.101 0.095 0.023 0.089 0.065 0.101 0.124 0.105 0.122 0.955 -0.568 -0.286 -0.557 0.968 -0.153 -0.033 0.008 -0.098 0.034 -0.141 -0.405 -0.028 0.079 0.061 0.133 0.101

***

(3)
Formula: C21H23AsIrNS2
Source: the OMol25 dataset
Level of theory: wB97M-V/def2-TZVPD

For the gap between HOMO and LUMO (spin up / spin down), the calculation gives 4.71 / 4.83 eV. As for the charge: +1. The calculation puts the electronic energy at -108980.1568 eV. The value obtained for the relative energy (zero: lowest compared OMol25 entry of this formula, charge and spin) is 4.4672 eV. The value obtained for the HOMO energy (spin up / spin down) is -9.69 / -9.65 eV. Its spin multiplicity is 2.

Geometry (Å):
Ir 0.30447 0.54466 -0.24523
S 2.30731 1.92829 1.01793
C 1.68787 3.56388 1.27064
C 2.46074 4.68266 1.23338
C 1.98320 5.87340 1.79887
C 0.79311 5.86825 2.54813
C -0.00979 4.77671 2.60090
C 0.27369 3.57029 1.76747
S -0.83848 2.31928 -1.08073
H 3.46585 4.64021 0.83859
H 2.57342 6.77057 1.73470
H 0.53139 6.74844 3.11672
H -0.90439 4.75712 3.20302
N 1.08797 -1.64063 0.46350
C 2.28276 -1.56974 1.23760
C 3.45195 -2.19158 0.82797
C 4.60300 -2.06416 1.58506
C 4.58490 -1.33483 2.76169
C 3.42491 -0.69449 3.16231
C 2.26982 -0.79965 2.40114
C 1.08060 0.03054 2.69989
C 0.06260 -0.29849 3.58578
C -0.95902 0.60245 3.85695
C -0.96846 1.86834 3.28511
C 0.03853 2.23191 2.41157
C 1.01148 1.27761 2.05678
H 1.20773 -2.29129 -0.30992
H 0.30040 -1.95335 1.03037
H 3.46355 -2.75630 -0.09266
H 5.51136 -2.54281 1.25987
H 5.48081 -1.23232 3.35192
H 3.40653 -0.09064 4.05641
H 0.08994 -1.25521 4.08531
H -1.73757 0.33171 4.55123
H -1.74759 2.56947 3.54267
H -0.39531 3.60963 0.87490
C -1.95970 -0.22022 -3.44574
As -1.24365 -0.99461 -1.80796
C -0.73185 -2.80308 -2.41242
C -2.91608 -1.44073 -0.89054
H -2.67403 -0.90925 -3.90011
H -1.16285 -0.00630 -4.15860
H -2.46610 0.71582 -3.20741
H -1.50918 -3.19797 -3.06800
H -0.62763 -3.47276 -1.55671
H 0.21065 -2.77630 -2.96125
H -3.55547 -2.02027 -1.55892
H -3.43564 -0.52692 -0.60413
H -2.72040 -2.02722 0.00759

Partial atomic charges computed with the Löwdin method, in multiples of e: 0.308 1.090 -0.394 -0.065 0.017 -0.051 0.047 -0.289 -0.006 0.123 0.122 0.119 0.124 0.002 -0.275 -0.016 -0.059 -0.063 -0.017 -0.191 -0.223 -0.010 -0.043 -0.006 -0.213 -0.486 0.078 0.106 0.117 0.112 0.110 0.127 0.126 0.113 0.120 0.068 -0.303 0.986 -0.285 -0.289 0.038 0.037 0.010 0.038 0.022 0.030 0.037 0.031 0.023

***

(4)
Formula: C2H6N4O4S3
Source: the OMol25 dataset
Level of theory: wB97M-V/def2-TZVPD

For the gap between HOMO and LUMO, the calculation gives 8.86 eV. The calculation puts the electronic energy at -48824.6675 eV. The value obtained for the relative energy (zero: lowest compared OMol25 entry of this formula, charge and spin) is 0.0000 eV. The value obtained for the HOMO energy is -8.49 eV. Its SMILES is NS(=O)(=O)N1C=CSN1S(N)(=O)=O.

Geometry (Å):
N 1.52630 -1.08803 1.69071
S -0.06998 -0.75486 1.96739
O -0.25229 0.40378 2.77399
O -0.71536 -1.97557 2.32021
N -0.48744 -0.36407 0.37341
C -1.29091 -1.15329 -0.44479
C -2.17794 -0.48368 -1.17674
S -2.08575 1.25493 -0.84536
N -0.66430 1.00769 0.12164
S 0.72491 1.60512 -0.63130
N 0.82877 0.68594 -2.03079
O 0.49586 2.96038 -0.98886
O 1.83111 1.25012 0.20241
H 1.96881 -0.25132 1.32110
H 1.98589 -1.40631 2.52911
H -1.13609 -2.21270 -0.38022
H -2.87995 -0.85646 -1.89080
H 0.73464 1.25318 -2.85731
H 1.66374 0.12514 -2.05381

Partial atomic charges computed with the Löwdin method, in multiples of e: -0.056 0.583 -0.259 -0.271 -0.287 -0.200 -0.352 0.975 -0.509 0.540 -0.038 -0.276 -0.290 0.023 0.078 0.126 0.068 0.071 0.073

***

(5)
Formula: C5H7NO
Source: the OMol25 dataset
Level of theory: wB97M-V/def2-TZVPD

For the gap between HOMO and LUMO, the calculation gives 9.84 eV. The calculation puts the electronic energy at -8833.4670 eV. The value obtained for the relative energy (zero: lowest compared OMol25 entry of this formula, charge and spin) is 2.7358 eV. The value obtained for the HOMO energy is -8.79 eV. Its SMILES is N=C=CC[C@@H]1CO1.

Geometry (Å):
N 1.81126 -2.53379 0.21737
C 0.76063 -1.94030 0.44794
C -0.42237 -1.39646 0.61762
C -0.94453 -0.31746 -0.30437
C -0.46637 1.02834 0.19280
C 0.04834 2.07577 -0.68932
O 0.92951 1.23444 0.04248
H 2.64629 -2.06716 0.57223
H -0.96327 -1.62817 1.53039
H -0.57812 -0.47260 -1.32549
H -2.04016 -0.35052 -0.34087
H -0.85460 1.32697 1.16949
H 0.03951 1.92599 -1.76918
H 0.03388 3.11495 -0.36108

Partial atomic charges computed with the Löwdin method, in multiples of e: 0.142 -0.186 -0.109 -0.156 -0.319 -0.116 -0.045 0.075 0.107 0.123 0.116 0.145 0.114 0.109

***

(6)
Formula: C4H6NO2
Source: the OMol25 dataset
Level of theory: wB97M-V/def2-TZVPD

For the gap between HOMO and LUMO (spin up / spin down), the calculation gives 9.08 / 6.71 eV. As for the charge: +1. The calculation puts the electronic energy at -9815.9543 eV. The value obtained for the relative energy (zero: lowest compared OMol25 entry of this formula, charge and spin) is 2.1106 eV. The value obtained for the HOMO energy (spin up / spin down) is -13.41 / -16.77 eV. Its spin multiplicity is 3.

Geometry (Å):
C 0.06746 0.03108 1.26886
C 0.99869 -0.73328 1.86377
C 0.58202 0.43554 -0.05705
C -0.26400 -0.03147 -1.25247
N 2.09521 -0.83622 1.01979
O 3.10128 -1.41700 1.18938
O 1.87428 -0.14646 -0.09809
H -0.90291 0.30378 1.64438
H 1.01340 -1.23299 2.81731
H 0.70198 1.52809 -0.13368
H -0.40063 -1.10934 -1.22468
H 0.24139 0.23815 -2.17547
H -1.23361 0.45599 -1.22300

Partial atomic charges computed with the Löwdin method, in multiples of e: 0.110 0.163 -0.274 0.036 -0.240 0.272 0.092 0.154 0.176 0.198 0.104 0.105 0.105

***

(7)
Formula: C6H8FN
Source: the OMol25 dataset
Level of theory: wB97M-V/def2-TZVPD

For the gap between HOMO and LUMO, the calculation gives 10.52 eV. The calculation puts the electronic energy at -10556.6044 eV. The value obtained for the relative energy (zero: lowest compared OMol25 entry of this formula, charge and spin) is 2.4537 eV. The value obtained for the HOMO energy is -9.52 eV.

Geometry (Å):
C 2.02061 0.17125 -0.04917
C 0.56329 -0.38076 0.00027
C -0.49491 0.13079 0.98075
C -0.49513 0.32066 -0.92006
C -1.71508 -0.57789 -0.73182
C -1.69477 -0.74129 0.56933
H 2.08349 1.24163 0.02610
H 2.54562 -0.29008 0.80465
H 2.48300 -0.12113 -0.97271
H -0.35870 0.23142 2.07176
H 0.03828 2.00116 0.27186
H -0.24009 0.63039 -1.91878
H -2.36954 -0.94866 -1.52040
H -2.31563 -1.22918 1.34345
N -0.74688 1.31653 0.09371
F 0.69644 -1.75486 -0.04895

Partial atomic charges computed with the Löwdin method, in multiples of e: 0.014 -0.400 -0.225 -0.262 -0.025 -0.034 0.064 0.091 0.074 0.146 0.123 0.137 0.109 0.117 0.053 0.019